69
Properties=species:S:1:pos:R:3 method="wB97M-V/def2-TZVPD" lumo_energy_ev="-5.94 / -5.88" de_lowest_kcal_mol=2.3 total_charge=+2 multiplicity=2 largest_force_ha_per_bohr=0.0137 energy_ev=-76998.5350
Ti 1.50 1.21 -0.24
C -5.37 -4.35 3.09
O -5.40 -5.00 1.83
C -5.19 -4.25 0.73
C -4.89 -2.89 0.74
C -4.68 -2.23 -0.46
C -4.79 -2.90 -1.66
C -5.15 -4.25 -1.68
C -5.32 -4.93 -0.49
N -4.68 -2.25 -2.93
N -3.74 -1.49 -3.20
C -2.59 -1.33 -2.37
C -1.80 -2.37 -1.95
C -0.54 -2.15 -1.34
C -0.09 -0.88 -1.17
O 1.10 -0.50 -0.64
C -0.90 0.21 -1.56
N -0.37 1.45 -1.30
C -1.04 2.50 -1.74
C -2.26 2.40 -2.42
C -2.81 1.16 -2.64
C -2.13 0.01 -2.20
H -5.59 -5.12 3.83
H -6.13 -3.57 3.15
H -4.39 -3.92 3.30
H -4.84 -2.34 1.67
H -4.47 -1.16 -0.45
H -5.29 -4.75 -2.62
H -5.58 -5.98 -0.48
H -2.14 -3.38 -2.10
H 0.07 -3.00 -1.04
H -0.60 3.48 -1.56
H -2.75 3.30 -2.76
H -3.75 1.06 -3.17
C 1.15 0.87 3.98
P 0.54 1.11 2.28
C -1.20 1.62 2.50
C 1.40 2.65 1.78
C 2.78 2.77 1.98
C 3.49 3.83 1.42
C 2.84 4.76 0.62
C 1.48 4.63 0.38
C 0.76 3.59 0.96
H 2.18 0.53 3.99
H 0.55 0.09 4.46
H 1.06 1.79 4.55
H -1.29 2.50 3.14
H -1.73 0.79 2.97
H -1.67 1.80 1.54
H 3.31 2.05 2.59
H 4.55 3.93 1.62
H 3.39 5.58 0.18
H 0.97 5.36 -0.24
H -0.31 3.53 0.81
C 7.11 -0.18 -1.54
N 5.77 0.33 -1.26
C 5.10 1.35 -2.05
C 3.80 1.43 -1.31
O 2.79 2.11 -1.59
N 3.79 0.62 -0.25
C 4.98 -0.04 -0.26
N 5.29 -0.94 0.65
H 7.35 0.01 -2.58
H 7.15 -1.26 -1.38
H 7.86 0.32 -0.91
H 4.95 1.03 -3.09
H 5.63 2.30 -2.05
H 4.59 -1.22 1.32
H 6.17 -1.43 0.64